1.
This record from OMol25 describes the molecule C10H19ClN2O in a non-equilibrium geometry. The level of theory is wB97M-V/def2-TZVPD.

Element x y z (Å)
C: 3.708 -0.416 0.561
C: 2.486 -0.998 0.470
C: 1.368 -0.408 -0.255
C: 2.203 -2.422 0.938
C: -0.074 3.846 -0.838
C: -3.008 -0.823 -0.895
C: -1.532 -2.192 0.475
C: 0.204 2.344 -0.508
C: -1.006 1.510 -0.776
C: -1.093 0.041 0.290
N: 0.269 -0.358 0.569
N: -1.736 -1.000 -0.260
O: 1.353 -0.022 -1.418
Cl: -1.857 0.559 1.794
H: 4.398 -0.986 1.175
H: 4.096 0.539 0.297
H: 3.153 -3.005 1.185
H: 1.711 -3.099 0.198
H: 1.506 -2.279 1.742
H: -0.649 4.134 0.045
H: 0.886 4.394 -0.679
H: -0.732 4.064 -1.681
H: -3.904 -0.723 -0.217
H: -2.858 0.024 -1.541
H: -3.107 -1.725 -1.528
H: -1.792 -2.089 1.595
H: -2.224 -2.992 0.164
H: -0.600 -2.574 0.424
H: 1.000 1.976 -1.106
H: 0.519 2.427 0.534
H: -1.237 1.185 -1.788
H: -1.872 1.976 -0.387
H: 0.419 -0.910 1.420

HOMO in eV: -8.79
SMILES: C=C(C)C(=O)N[C@@](Cl)(CCC)N(C)C
Energy above the lowest of the compared OMol25 structures with the same formula, charge and spin in eV: 3.001
E_tot in eV: -28225.843

2.
This record from OMol25 describes a structure of composition C10H5AsHfN2O6S3 in a non-equilibrium geometry. The level of theory is wB97M-V/def2-TZVPD.

Element x y z (Å)
Hf: 0.838 1.482 -1.184
S: 0.601 3.803 -0.450
C: 0.001 2.730 0.828
S: 1.062 1.372 1.224
C: -1.236 2.804 1.401
C: -1.719 1.695 2.163
N: -2.123 0.763 2.704
C: -2.131 3.892 1.194
N: -2.866 4.765 1.057
O: 3.548 -1.130 -0.044
As: 2.427 -0.769 -1.357
O: 2.882 -1.656 -2.621
O: 2.610 0.948 -1.468
C: 0.774 -1.294 -0.389
C: 0.956 -1.923 0.841
C: -0.134 -2.436 1.522
C: -1.412 -2.366 0.982
C: -1.609 -1.763 -0.247
C: -0.517 -1.236 -0.918
S: -0.884 -0.088 -2.210
O: -1.961 -0.457 -3.041
O: 0.419 0.268 -2.842
O: -1.085 1.136 -1.330
H: 4.433 -1.242 -0.408
H: 1.951 -1.984 1.258
H: 0.020 -2.883 2.494
H: -2.255 -2.759 1.531
H: -2.591 -1.671 -0.691

HOMO in eV: -9.43
Energy above the lowest of the compared OMol25 structures with the same formula, charge and spin in eV: 1.504
E_tot in eV: -120367.562